ORCA calculation (the ωB97M-V functional and the def2-TZVPD basis) on C4H13N3O as an isolated structure in a non-equilibrium geometry.

- charge = 0
- E_tot (eV) = -10871.8387
- strongest force on any atom (eV Å⁻¹) = 4.6
- HOMO-LUMO gap (eV) = 8.281
- energy above the lowest of the compared OMol25 structures with the same formula, charge and spin (kcal per mole) = 134.6

Each line ends with the Mulliken charge.
Cartesian coordinates (Å):
C  1.80864  -1.17413  -0.45223  -0.676
C  1.21609  1.49109  1.17393  -0.735
N  1.29653  0.09227  1.55269  -0.349
N  2.29316  -0.58900  0.79424  -0.364
H  0.38576  -0.35638  1.44556  0.319
H  2.67625  -1.31185  1.39327  0.234
H  1.47462  -0.37763  -1.11593  0.230
H  0.96676  -1.86701  -0.31563  0.207
H  2.63434  -1.69409  -0.93892  0.344
H  2.15703  1.98160  1.42489  0.277
H  1.02312  1.66188  0.10293  0.199
H  0.41334  1.95638  1.74976  0.338
C  -1.88895  1.00096  -1.10202  -0.538
N  -1.54309  -0.30794  -1.38158  -0.197
C  -2.20971  -0.86669  -0.09768  -0.135
O  -1.56643  -1.04394  0.91767  -0.452
H  -1.92719  -0.67200  -2.24636  0.262
H  -2.93111  -1.58880  -0.51511  0.373
H  -2.17406  1.64504  -1.93420  0.330
H  -2.83369  0.58185  -0.13398  0.202
H  -1.27140  1.43839  -0.32130  0.130